(1)
A structure of composition C29H60InO11 in a non-equilibrium geometry. Source: the Open Molecules 2025 dataset; level of theory: the ωB97M-V functional and the def2-TZVPD basis.

Geometry as XYZ:
```
101
Properties=species:S:1:pos:R:3:forces:R:3
C -1.5902 -5.0084 1.4232 -0.077 0.278 -0.675
C -1.9062 -4.4475 0.2440 0.397 0.404 0.668
C -0.8271 -4.1838 -0.7423 -0.166 0.538 -1.869
O -0.9927 -4.5584 -1.8990 0.464 0.378 1.900
O 0.3446 -3.6040 -0.3556 -0.666 -0.265 -0.225
C 0.2029 -2.2722 0.1927 0.694 -0.089 0.533
C 0.7245 -1.2271 -0.7864 -0.138 0.610 0.401
C -0.3194 -0.2654 -1.3852 0.070 -0.738 -0.631
C -1.7434 -0.8313 -1.5179 -0.077 1.224 -0.018
C -2.6132 -0.2966 -0.3715 -0.289 -0.804 -0.045
C -3.9870 -0.9598 -0.2105 0.530 0.414 0.907
In -4.5746 -0.9091 1.9687 -0.697 -0.509 -0.649
C -3.2636 -2.3450 3.0701 0.107 0.181 0.226
C -3.1096 -2.1152 4.5741 -0.713 0.254 -0.746
O -1.7928 -1.5669 4.8099 0.253 -0.504 0.615
C -1.4766 -1.3550 6.0948 -0.599 0.611 0.089
O -2.2893 -1.1543 6.9759 0.472 -0.433 -0.436
C 0.0080 -1.3787 6.3441 0.109 -0.003 0.107
C 0.3401 -2.4272 7.4105 -0.085 0.443 0.003
O -4.5830 1.0169 2.7787 0.285 -0.563 0.104
C -3.5072 1.3445 3.5992 -0.236 0.841 -0.308
C -2.1724 1.4417 2.8428 -0.189 -0.225 0.286
C -1.1762 2.4527 3.4405 -0.034 -0.509 -0.651
H -0.6885 -4.6865 1.9282 0.642 -0.918 -0.346
H -2.1984 -5.7916 1.8512 -0.599 0.745 0.736
H -2.9071 -4.1726 -0.0557 -0.274 -1.171 -0.573
H -0.8095 -2.0911 0.5435 -0.192 -0.063 -0.188
H 0.8334 -2.2652 1.0794 0.038 -0.075 0.132
H 1.3128 -1.7248 -1.5520 -0.135 -0.207 -0.178
H 1.4423 -0.6102 -0.2452 0.178 -0.005 0.048
H -0.3673 0.6535 -0.8053 -0.019 0.082 0.124
H 0.0370 0.0089 -2.3786 0.123 0.176 -0.049
H -2.1661 -0.4249 -2.4385 -0.126 -0.216 -0.199
H -1.7790 -1.9136 -1.6138 0.060 -0.152 0.106
H -2.7089 0.7807 -0.5002 0.015 0.167 0.072
H -2.0540 -0.4418 0.5577 0.184 0.149 0.073
H -4.7620 -0.5026 -0.8187 -0.038 -0.096 -0.271
H -3.8751 -2.0196 -0.4482 -0.297 -0.133 -0.155
H -6.2605 -1.5360 2.0479 0.135 0.150 0.147
H -2.2729 -2.4164 2.6203 0.142 0.010 0.019
H -3.7127 -3.3292 2.9321 -0.139 -0.052 -0.145
H -3.2329 -3.0297 5.1560 0.327 -0.115 0.141
H -3.8761 -1.4331 4.9310 0.138 0.232 0.285
H 0.3026 -0.3921 6.6957 0.025 0.117 0.060
H 0.5642 -1.5758 5.4339 -0.138 -0.046 -0.227
H -0.2070 -3.3485 7.2384 0.109 -0.226 -0.110
H 1.4107 -2.6054 7.4117 0.108 -0.207 0.074
H 0.0474 -2.0613 8.3893 -0.050 -0.002 0.142
H -3.3999 0.6855 4.4719 0.060 -0.115 0.068
H -3.7044 2.3499 4.0064 -0.003 0.055 0.140
H -1.7388 0.4407 2.8083 0.158 -0.067 -0.076
H -2.4259 1.7065 1.8200 -0.023 0.124 -0.129
H -0.2308 1.9610 3.6574 0.123 0.085 0.332
H -0.9566 3.2097 2.6909 0.022 0.283 0.086
H -1.5808 2.9335 4.3259 0.083 0.047 0.196
C 7.3504 -0.1170 -0.7111 -0.056 0.063 -0.121
O 6.8543 -0.5606 -1.9527 -0.059 -0.239 0.182
C 7.7691 -1.3639 -2.6763 -0.119 0.237 -0.093
C 7.0621 -2.4594 -3.4452 -0.011 -0.067 -0.113
O 6.5847 -3.5320 -2.6518 0.049 -0.048 0.015
C 5.4729 -3.3010 -1.7959 -0.009 -0.031 0.120
C 4.1517 -3.1033 -2.5035 -0.170 0.223 0.113
O 4.0772 -1.8226 -3.1106 0.275 -0.086 -0.212
C 3.3816 -1.8222 -4.3369 -0.057 0.089 0.138
H 8.1224 0.6500 -0.8440 0.057 -0.033 0.081
H 6.5166 0.3123 -0.1584 -0.007 0.050 -0.045
H 7.7589 -0.9496 -0.1269 0.055 0.023 0.001
H 8.5070 -1.8165 -2.0042 -0.013 -0.013 0.025
H 8.2955 -0.7181 -3.3929 0.149 -0.127 -0.017
H 7.8027 -2.9128 -4.1093 0.017 -0.021 0.029
H 6.2729 -2.0501 -4.0785 -0.057 0.143 0.131
H 5.6715 -2.4822 -1.1023 -0.066 0.132 -0.106
H 5.3857 -4.2117 -1.1994 0.022 -0.035 -0.045
H 3.3399 -3.1796 -1.7687 0.017 -0.204 0.007
H 4.0172 -3.8953 -3.2485 0.022 0.005 -0.021
H 3.7561 -2.6068 -5.0048 -0.059 -0.034 0.002
H 3.5539 -0.8571 -4.8116 -0.036 0.035 0.052
H 2.3056 -1.9562 -4.1817 -0.011 -0.070 -0.090
C -2.6488 3.7037 -5.2844 -0.037 0.136 0.034
O -2.7729 4.5547 -4.1691 0.232 -0.174 0.081
C -3.5630 4.0021 -3.1255 -0.062 0.220 -0.109
C -3.0414 4.3882 -1.7594 -0.073 0.005 0.128
O -1.8592 3.7136 -1.3636 0.086 0.009 0.072
C -0.6436 4.0269 -2.0199 -0.010 -0.182 -0.085
C -0.0810 5.3982 -1.7160 0.046 0.115 -0.180
O -0.8065 6.4251 -2.3749 -0.230 -0.073 0.158
C -0.9240 7.6047 -1.6160 0.037 -0.047 -0.136
H -3.5894 3.6444 -5.8446 0.013 -0.106 -0.024
H -1.8771 4.1190 -5.9316 -0.039 0.054 -0.015
H -2.3403 2.6964 -4.9828 -0.055 -0.028 -0.025
H -3.5939 2.9097 -3.1987 0.022 -0.012 0.006
H -4.5845 4.3906 -3.2319 -0.072 -0.145 0.099
H -3.7937 4.0782 -1.0306 0.022 -0.058 0.004
H -2.9338 5.4707 -1.6644 0.065 0.036 -0.194
H -0.7258 3.8638 -3.0965 -0.016 0.195 -0.052
H 0.0738 3.2934 -1.6431 -0.021 0.007 0.054
H 0.9590 5.4381 -2.0676 0.055 -0.101 0.136
H -0.0881 5.5557 -0.6317 -0.030 -0.008 0.010
H -1.2838 7.3910 -0.6033 0.054 0.026 0.031
H -1.6555 8.2424 -2.1106 0.042 0.012 -0.052
H 0.0329 8.1375 -1.5602 -0.016 0.034 0.105
```
Positions in Å, forces in eV/Å.

Properties
Gap between HOMO and LUMO ... 6.67 eV
Spin multiplicity ... 1
E_HOMO ... -0.16376 Ha
E_tot ... -58736.945 eV
Total charge ... -1
LUMO ... 2.22 eV

=====

(2)
An isolated molecule of C5H10O2 in a non-equilibrium geometry. Source: the Open Molecules 2025 dataset; level of theory: the ωB97M-V functional and the def2-TZVPD basis.

Geometry as XYZ:
```
17
Properties=species:S:1:pos:R:3:forces:R:3
C 2.2721 0.0378 -0.8083 -0.342 -0.343 0.396
C 0.8161 -0.4296 -0.7560 -1.245 -0.873 0.164
C 0.2473 0.1225 2.0152 0.605 0.452 0.446
O -0.9315 -0.0415 1.4555 -0.294 -0.304 -0.344
C -1.0917 0.0132 0.1318 -0.815 1.062 -0.051
C -2.4869 0.1122 -0.3486 -0.210 0.071 -0.023
O -0.1155 0.6692 -0.5836 -0.383 -0.063 0.139
H 2.4268 0.7111 -1.6692 -0.290 -0.286 0.264
H 2.9171 -0.8323 -0.9528 0.002 0.088 0.067
H 2.5858 0.5717 0.0897 -0.049 -0.116 -0.008
H 0.5863 -0.9308 -1.7018 0.029 0.283 -0.253
H 0.9356 0.8125 1.5503 0.034 -0.127 -0.007
H 0.2829 -0.1151 3.0662 -0.120 0.022 -0.039
H 0.0965 -1.1387 -0.0456 3.047 -0.049 -0.729
H -2.7525 1.1623 -0.4849 -0.158 0.131 -0.037
H -2.6035 -0.3835 -1.3124 0.078 0.023 -0.023
H -3.1851 -0.3409 0.3545 0.112 0.029 0.036
```
Positions in Å, forces in eV/Å.

Properties
Gap between HOMO and LUMO (spin up / spin down) ... 8.21 / 7.93 eV
Spin multiplicity ... 1
E_HOMO (spin up / spin down) ... -0.27008 / -0.25869 Ha
E_tot ... -9437.183 eV
Relative energy (zero: lowest compared OMol25 entry of this formula, charge and spin) ... 135.14 kcal/mol
Total charge ... 0
LUMO (spin up / spin down) ... 0.86 / 0.89 eV

=====

(3)
The ion C4H8NO2 with charge +1 in a non-equilibrium geometry. Source: the Open Molecules 2025 dataset; level of theory: the ωB97M-V functional and the def2-TZVPD basis.

Geometry as XYZ:
```
15
Properties=species:S:1:pos:R:3:forces:R:3
C 1.0857 -1.5903 0.3943 -1.110 -0.510 -1.131
C 0.0767 -0.6514 -0.1986 -1.355 1.590 0.035
O 0.4423 -0.2079 -1.5072 -0.911 -0.557 1.224
C -1.4274 -0.4233 0.2429 0.131 0.361 -1.311
O -2.6116 -0.5677 0.1045 1.964 -0.043 0.226
C -0.4374 0.6701 0.6164 -0.271 -2.587 -2.464
N -0.4610 1.9430 -0.1180 0.095 -1.590 2.427
H 1.2381 -2.5082 -0.1726 -0.362 0.137 -0.826
H 0.8043 -2.0363 1.2980 -0.362 0.071 1.857
H 2.0111 -1.1082 0.3883 1.579 0.806 0.528
H 0.9036 -0.9609 -1.8825 0.093 -0.088 -0.631
H -0.0650 0.7254 1.5593 0.923 0.406 2.731
H 0.4035 2.4136 -0.0594 1.554 0.648 -0.665
H -1.1190 2.5061 0.3226 -1.670 1.710 1.316
H -0.8438 1.7961 -0.9880 -0.299 -0.354 -3.316
```
Positions in Å, forces in eV/Å.

Properties
Gap between HOMO and LUMO ... 9.59 eV
Spin multiplicity ... 1
E_HOMO ... -0.51286 Ha
E_tot ... -9852.891 eV
Relative energy (zero: lowest compared OMol25 entry of this formula, charge and spin) ... 79.31 kcal/mol
Total charge ... +1
LUMO ... -4.37 eV

=====

(4)
An isolated molecule of C7H9Cl2N in a non-equilibrium geometry. Source: the Open Molecules 2025 dataset; level of theory: the ωB97M-V functional and the def2-TZVPD basis.

Geometry as XYZ:
```
19
Properties=species:S:1:pos:R:3:forces:R:3
C 0.4819 -0.6032 1.1733 -3.080 2.031 -2.862
C -0.7140 -0.0158 1.2378 -0.447 0.678 2.306
C 1.0978 -0.8256 -0.1203 0.561 -1.786 0.145
C -1.4512 0.4980 0.1126 -0.303 0.389 -1.676
C 2.1881 -1.9265 -0.0731 -0.177 -1.225 -1.445
C -1.6963 1.9312 -0.1558 1.153 2.360 0.647
C -2.4254 -0.2680 -0.6847 -0.725 -1.561 -1.615
N 0.6601 -0.3625 -1.1867 -0.380 0.467 -0.202
Cl -4.0331 -0.0345 0.0710 -0.948 0.469 0.241
Cl -2.2210 -2.0399 -0.6066 0.566 -0.230 -0.223
H 0.9451 -0.9358 1.9760 2.108 -1.480 3.789
H -1.1496 0.2399 2.2778 0.673 -0.571 -1.585
H 1.7203 -3.0050 0.0867 0.797 2.420 0.253
H 3.0094 -1.6713 0.6531 -0.894 -0.464 -0.745
H 2.5531 -2.0043 -1.1307 0.246 0.135 1.079
H -2.7259 2.3598 -0.2083 0.386 -0.745 1.114
H -1.4765 2.1038 -1.1863 0.773 -0.045 -1.071
H -0.9778 2.6255 0.3966 -1.194 -0.908 -0.471
H -2.6053 -0.0461 -1.8201 0.885 0.066 2.320
```
Positions in Å, forces in eV/Å.

Properties
Gap between HOMO and LUMO (spin up / spin down) ... 7.88 / 9.16 eV
Spin multiplicity ... 1
E_HOMO (spin up / spin down) ... -0.29805 / -0.34827 Ha
E_tot ... -33935.424 eV
Relative energy (zero: lowest compared OMol25 entry of this formula, charge and spin) ... 96.57 kcal/mol
Total charge ... 0
LUMO (spin up / spin down) ... -0.23 / -0.31 eV

=====

(5)
The ion C5H8N with charge +1 in a non-equilibrium geometry. Source: the Open Molecules 2025 dataset; level of theory: the ωB97M-V functional and the def2-TZVPD basis.

Geometry as XYZ:
```
14
Properties=species:S:1:pos:R:3:forces:R:3
C -1.4965 1.0730 0.9573 -0.681 -0.834 -1.293
C 1.0106 0.6402 -0.0467 -3.113 -0.888 2.282
C -0.0927 0.2412 0.7669 2.709 -1.451 -1.211
C 2.4331 0.3531 0.0820 1.624 1.655 3.753
C -2.2538 -0.8794 -0.6054 -2.034 -0.318 -0.823
N -1.5592 0.1437 0.1212 1.392 2.451 1.727
H 0.7327 1.2920 -0.8268 -0.169 0.696 -1.186
H 0.1160 -0.5245 1.5267 -0.424 0.558 -0.098
H 2.9002 -0.0447 1.1358 -1.795 0.799 -2.456
H 2.9073 1.4042 -0.0509 -0.230 -1.961 -0.351
H 2.6848 -0.3753 -0.6487 0.658 -0.334 -1.120
H -1.6983 -1.1565 -1.5011 0.243 -0.245 0.409
H -3.2609 -0.4685 -1.0418 1.793 -0.488 1.334
H -2.4233 -1.6987 0.1315 0.026 0.360 -0.969
```
Positions in Å, forces in eV/Å.

Properties
Gap between HOMO and LUMO ... 8.89 eV
Spin multiplicity ... 1
E_HOMO ... -0.54992 Ha
E_tot ... -6792.729 eV
Relative energy (zero: lowest compared OMol25 entry of this formula, charge and spin) ... 123.60 kcal/mol
Total charge ... +1
LUMO ... -6.07 eV

=====

(6)
A cluster of 9 separate species, C27H72O9 in total in a non-equilibrium geometry. Source: the Open Molecules 2025 dataset; level of theory: the ωB97M-V functional and the def2-TZVPD basis.

Geometry as XYZ:
```
108
Properties=species:S:1:pos:R:3:forces:R:3
C 3.6375 0.8739 -4.0993 -0.270 -0.345 0.216
C 2.1529 1.2382 -3.9318 1.029 -1.243 -0.194
C 1.8225 2.1997 -2.8489 -0.076 1.567 0.124
O 1.7391 1.6926 -5.2016 -0.918 0.104 -0.401
H 3.7118 0.2118 -4.9619 -0.033 0.020 -0.041
H 4.0478 0.3189 -3.2557 0.040 0.203 0.207
H 4.2497 1.7481 -4.3209 -0.008 0.138 0.196
H 1.6023 0.3189 -3.7321 -0.095 -0.200 -0.265
H 0.7545 2.4098 -2.7910 -0.131 -0.363 0.073
H 2.2511 3.1519 -3.1616 0.274 0.378 0.188
H 2.2047 2.0062 -1.8466 0.049 -0.391 -0.177
H 1.9319 2.6286 -5.2933 0.084 0.129 0.096
C 0.2683 4.6935 0.3687 0.100 0.006 -1.015
C 0.5011 5.6981 1.5107 0.173 -0.552 -2.745
C 1.4276 6.9076 1.1087 -0.672 -0.835 1.539
O -0.8068 6.0793 1.9114 1.122 1.003 0.989
H -0.3014 3.8329 0.7193 -0.202 0.062 0.180
H 1.1351 4.2557 -0.1263 0.539 0.190 0.380
H -0.2830 5.1339 -0.4622 -0.296 0.221 0.099
H 1.1152 5.0760 2.1619 -0.389 0.332 1.296
H 0.9405 7.7614 0.6376 -0.092 -0.419 -0.375
H 2.3067 6.5223 0.5923 -0.260 0.114 -0.405
H 1.8239 7.2763 2.0548 0.031 0.298 0.094
H -1.4364 5.3792 1.7245 -0.174 -0.312 -0.240
C -3.6886 -3.8559 0.0149 -1.773 0.469 1.197
C -4.3646 -4.0565 -1.3099 -0.194 0.199 -1.570
C -5.7356 -4.7946 -1.3165 1.626 -0.115 0.507
O -4.5289 -2.8039 -2.0222 0.390 0.005 0.503
H -4.3766 -3.2139 0.5650 0.043 0.225 0.440
H -2.7157 -3.3721 0.1009 0.066 -0.292 -0.692
H -3.7336 -4.8088 0.5421 0.476 -0.076 0.056
H -3.6552 -4.6552 -1.8812 -0.148 -0.230 -0.512
H -5.5796 -5.6670 -0.6820 -0.455 -0.174 -0.007
H -5.9225 -5.1429 -2.3323 -0.184 0.079 0.042
H -6.5680 -4.1998 -0.9406 0.137 0.097 0.053
H -5.3970 -2.7768 -2.4311 0.001 -0.098 0.011
C -4.2675 2.8360 3.1067 0.807 0.823 1.265
C -3.0806 3.8252 3.0023 -0.467 -0.192 -0.453
C -1.7178 3.2935 3.4174 -0.429 -0.523 0.358
O -3.0089 4.1377 1.6217 0.915 0.475 -0.888
H -5.1693 3.4225 2.9311 -0.167 -0.232 -0.210
H -4.3223 2.4914 4.1394 -0.177 -0.337 -0.003
H -4.1801 2.0009 2.4117 0.085 0.120 0.043
H -3.2911 4.7458 3.5467 -0.176 0.039 0.260
H -0.8299 3.8657 3.1485 -0.404 0.212 -0.522
H -1.6732 2.2882 2.9984 0.497 -0.170 0.184
H -1.6468 3.2697 4.5048 -0.266 -0.411 0.091
H -3.8659 4.4278 1.3006 -0.090 0.036 0.019
C 2.3889 -4.1618 -0.0333 0.985 -0.086 0.443
C 1.9490 -4.8240 -1.3667 -2.662 1.766 2.467
C 0.8071 -4.0229 -1.9852 -0.645 0.495 0.266
O 2.9325 -4.7437 -2.2696 2.941 -0.697 -2.175
H 3.2607 -4.6396 0.4137 -0.135 -1.000 0.003
H 1.6350 -4.1013 0.7516 -0.258 -0.110 -0.245
H 2.8734 -3.1874 -0.0965 -0.710 0.544 -0.833
H 1.5494 -5.8049 -1.1093 0.408 -0.465 -0.265
H 0.0781 -3.6944 -1.2444 -0.211 -0.214 0.073
H 0.2931 -4.5482 -2.7900 0.036 -0.207 0.061
H 1.1960 -3.1049 -2.4258 0.251 0.012 0.034
H 3.2808 -5.5909 -2.5568 -0.026 -0.033 0.179
C -0.2774 -4.8943 3.4802 -1.067 -0.806 -1.229
C -0.8752 -5.9637 2.4351 2.150 0.004 2.415
C 0.1969 -6.9326 1.9923 1.960 0.133 -1.210
O -1.7782 -6.7770 3.1393 -2.174 -0.081 -0.346
H 0.5674 -4.3248 3.0928 0.152 -0.271 0.080
H -0.0515 -5.4484 4.3913 0.492 0.063 -0.046
H -1.0525 -4.1773 3.7510 -0.138 0.012 -0.122
H -1.3063 -5.4245 1.5916 -0.527 -0.331 0.111
H -0.0555 -7.8362 1.4373 -1.012 0.271 -0.102
H 0.8504 -7.3509 2.7579 -0.348 0.384 0.770
H 0.9157 -6.4326 1.3432 0.127 0.271 -0.241
H -1.6041 -6.8692 4.0789 0.389 0.378 -0.126
C 0.0442 -1.3057 0.6830 -0.090 0.075 -1.284
C -0.1563 0.1716 0.9522 -0.099 0.615 0.226
C 1.2002 0.9239 1.0676 -0.718 -0.818 0.131
O -0.9495 0.7034 -0.1005 0.177 -0.176 -1.019
H -0.8015 -1.6519 0.0887 -0.448 -0.153 0.466
H 0.1960 -1.9314 1.5625 0.117 0.167 -0.063
H 0.8365 -1.4216 -0.0565 0.535 -0.158 0.326
H -0.8166 0.2547 1.8154 0.568 0.153 0.716
H 1.7133 0.9003 0.1063 -0.260 0.081 -0.196
H 1.8496 0.3494 1.7282 0.034 0.268 0.378
H 1.0844 1.9583 1.3913 0.051 -0.080 0.102
H -1.4577 1.4741 0.1630 0.111 0.054 0.241
C -1.8720 -1.4986 -3.4405 0.163 -0.328 -0.361
C -2.2406 0.0040 -3.2749 0.418 -2.628 3.136
C -2.5147 0.7592 -4.4560 0.627 1.274 -2.731
O -3.4296 0.1134 -2.4929 -0.689 -0.058 0.413
H -2.3835 -1.9768 -4.2758 -0.067 0.122 -0.200
H -2.0831 -2.1481 -2.5909 -0.623 0.535 0.447
H -0.8102 -1.7304 -3.5237 0.280 0.668 -0.582
H -1.4577 0.3877 -2.6208 0.309 0.547 -0.337
H -3.3170 0.3064 -5.0385 -0.223 0.104 0.140
H -1.6542 0.7995 -5.1239 0.239 -0.011 -0.078
H -2.7417 1.7970 -4.2119 -0.279 -0.075 0.026
H -3.6972 -0.7637 -2.2087 -0.065 -0.206 0.168
C 6.2845 4.8823 2.5108 -1.002 2.010 1.012
C 5.4319 3.7408 2.0380 -2.905 0.297 2.453
C 3.9681 4.0431 1.5182 0.958 0.205 0.385
O 6.1188 3.0387 1.1350 1.795 -1.693 -3.065
H 7.3613 4.7442 2.6084 -0.002 -0.525 -0.568
H 6.0175 5.2120 3.5149 -0.347 -0.156 0.229
H 6.0680 5.7734 1.9217 0.432 0.035 -0.391
H 5.2865 3.0308 2.8521 -0.356 0.204 0.876
H 3.9966 4.8352 0.7700 -0.077 -0.222 -0.293
H 3.2373 4.3491 2.2669 0.574 0.390 0.560
H 3.4776 3.1363 1.1643 0.549 -0.127 -0.556
H 6.9591 2.9229 1.5846 0.397 -0.460 -0.655
```
Positions in Å, forces in eV/Å.

Properties
Gap between HOMO and LUMO ... 9.85 eV
Spin multiplicity ... 1
E_HOMO ... -0.34013 Ha
E_tot ... -47590.604 eV
Relative energy (zero: lowest compared OMol25 entry of this formula, charge and spin) ... 103.96 kcal/mol
Total charge ... 0
LUMO ... 0.59 eV